No. 1
ORCA calculation (ωB97M-V with the def2-TZVPD basis set) on 2 unconnected molecules or ions with the total composition C2H4N4O3S at a distorted geometry.

Values from the calculation:
Highest occupied orbital energy = -9.004 eV
Orbital gap = 9.2859 eV
Energy relative to the best compared isomer or geometry (same formula, charge and spin) = 156.17 kJ/mol
Multiplicity = 1

```
14
Properties=species:S:1:pos:R:3:forces:R:3
C -0.852455 1.682648 -1.875419 -2.03 -0.15 0.38
C 0.218719 1.404727 -1.236597 4.46 0.68 -0.77
N -2.791516 -1.468789 -0.427334 -2.41 -0.53 -0.37
N -1.746697 -1.193420 -0.235267 1.67 -0.32 0.80
N -0.590745 -0.818233 -0.145433 1.27 -0.03 -0.26
N 1.223975 0.216337 1.225914 0.61 -0.32 1.79
O -1.960262 1.754657 -2.217640 -0.14 0.35 -0.81
O -0.274793 -1.638268 2.234768 0.41 0.61 -1.14
O 1.405365 -2.272394 0.574672 0.17 0.66 -0.85
S 0.469972 -1.305138 1.035011 -1.38 0.73 3.24
H 1.195745 1.209161 -1.844458 -2.02 0.30 1.30
H 0.307546 1.626422 -0.161918 -0.22 -0.17 -0.96
H 1.227638 0.771021 2.197076 -0.30 -2.39 -2.73
H 2.167509 0.031268 0.876626 -0.10 0.57 0.37
```
Positions in Å, forces in eV/Å.

natural (NBO) atomic charge list, values in e, 2 entries: 0.682, -0.770

---

No. 2
ORCA calculation (ωB97M-V with the def2-TZVPD basis set) on a single C2H4N4S2 molecule at a distorted geometry.

Values from the calculation:
Highest occupied orbital energy = -7.925 eV
Orbital gap = 8.3782 eV
Energy relative to the best compared isomer or geometry (same formula, charge and spin) = 0.00 kJ/mol
Multiplicity = 1
Structure (SMILES) = Nc1nn(S)c(=S)[nH]1

```
12
Properties=species:S:1:pos:R:3:forces:R:3
C -1.008441 -0.120318 -0.033584 0.32 -0.26 0.05
C 1.102479 0.626864 -0.029915 -0.29 -0.01 0.00
H -2.827809 0.539772 0.576623 0.33 -0.47 -0.54
H -2.789901 -0.982966 -0.119926 -0.26 -0.66 0.03
H 3.189267 -0.820557 -0.036922 0.12 0.09 0.00
H -0.532777 1.969445 -0.099383 0.23 -0.58 0.03
N -2.381989 -0.076177 -0.115361 0.00 1.16 0.51
N -0.277713 -1.198312 -0.018285 -0.64 0.34 -0.04
N 1.000813 -0.714767 -0.034473 0.93 -0.24 0.01
N -0.224977 1.000605 -0.028030 -0.41 0.65 -0.05
S 2.308725 -1.837006 -0.025640 -0.28 0.14 -0.01
S 2.442322 1.613413 -0.035109 -0.06 -0.17 0.01
```
Positions in Å, forces in eV/Å.

natural (NBO) atomic charge list, values in e, 2 entries: 0.505, 0.209

---

No. 3
ORCA calculation (ωB97M-V with the def2-TZVPD basis set) on a single C2H4N6 molecule at a distorted geometry.

Values from the calculation:
Highest occupied orbital energy = -9.501 eV
Orbital gap = 8.7688 eV
Energy relative to the best compared isomer or geometry (same formula, charge and spin) = 309.69 kJ/mol
Multiplicity = 1
Structure (SMILES) = [H]/N=c1/cnnnn1N

```
12
Properties=species:S:1:pos:R:3:forces:R:3
C -1.308977 1.157754 0.027979 -3.33 -3.05 -0.17
C 0.080674 0.717448 -0.139296 -0.15 0.80 0.30
H 1.359863 -1.664215 0.996575 -0.40 0.05 -0.90
H 2.213798 -0.854045 -0.058001 -0.38 0.47 -0.69
H -1.484459 2.214363 0.215007 -0.04 -0.23 -0.04
H 1.913399 1.140572 -0.335810 0.76 -0.23 0.06
N 1.353704 -1.391017 -0.010213 0.76 -0.44 1.39
N 0.191741 -0.643328 -0.248104 -1.13 -0.91 0.74
N -0.878110 -1.470990 -0.147414 -0.86 -0.04 -0.97
N -2.079671 -1.077314 -0.164276 1.04 0.93 0.81
N -2.390862 0.310846 -0.000876 4.22 2.04 -0.37
N 1.028904 1.559923 -0.135567 -0.49 0.61 -0.16
```
Positions in Å, forces in eV/Å.

natural (NBO) atomic charge list, values in e, 2 entries: 0.040, 0.310

---

No. 4
ORCA calculation (ωB97M-V with the def2-TZVPD basis set) on a single C2H4N6 molecule at a distorted geometry.

Values from the calculation:
Highest occupied orbital energy = -8.939 eV
Orbital gap = 8.4950 eV
Energy relative to the best compared isomer or geometry (same formula, charge and spin) = 383.93 kJ/mol
Multiplicity = 1
Structure (SMILES) = C=N/N=c1/nn[nH][nH]1

```
12
Properties=species:S:1:pos:R:3:forces:R:3
C 3.192044 -0.099654 -0.151638 0.42 3.41 1.21
C -0.196581 -0.243153 0.007084 4.73 0.68 1.00
H 3.468949 -1.147340 -0.427209 -1.10 0.82 0.43
H 4.057607 0.635308 -0.008465 -0.94 -1.21 -0.69
H -2.666952 1.068036 0.729296 0.35 0.48 -1.06
H -0.217372 1.780612 -0.676216 -1.69 -1.44 1.07
N 2.069753 0.518090 0.156365 0.46 -4.31 -0.60
N 1.076021 -0.593078 0.186000 -2.55 1.41 -1.29
N -1.199198 -1.262051 -0.037375 -2.51 3.61 0.11
N -2.325285 -0.586006 -0.034648 3.15 -2.01 -0.27
N -2.148405 0.755178 -0.121687 0.24 1.55 0.94
N -0.703602 1.127900 0.029906 -0.56 -2.99 -0.84
```
Positions in Å, forces in eV/Å.

natural (NBO) atomic charge list, values in e, 2 entries: -0.067, 0.426

---

DFT total energy per entry: -25072.2225, -29769.3297, -11075.0057, -11074.2363 eV